Computed, not measured: a molecular structure, C29H65GaNO4P in a non-equilibrium geometry, with ωB97M-V/def2-TZVPD.

The value obtained for the gap between HOMO and LUMO is 0.2032 Ha. For the HOMO energy, the calculation gives -6.2654 eV.

Geometry as ORCA input:
```
! RIJCOSX wB97M-V def2-TZVPD def2/J DEFGRID3
* xyz 0 1
C -0.15960 6.40437 2.70707
C -3.04746 1.09322 1.74399
H -8.69262 -1.01088 0.90424
H 0.36197 3.72120 0.54955
H 0.02045 6.24432 3.77695
H -0.05435 -1.11798 -6.73228
N -0.16147 -0.47014 -2.50040
H -0.02234 -3.56691 2.05159
H -3.09536 -4.31174 1.94020
H 5.81052 1.09700 -0.37223
C 7.73602 0.36738 0.11380
H -0.20517 -4.48212 -0.79741
H 1.32524 1.54872 -1.22897
C -3.75756 1.86867 0.62577
H 6.47607 1.45809 2.39257
H -5.64865 2.03244 -0.28586
H -3.61159 -3.79917 0.34539
O 7.85119 1.57712 0.83416
C -4.24195 -2.47034 1.93797
C -0.00430 0.13561 0.50086
H 1.03281 -0.12370 0.25659
H 1.21330 3.88351 2.09288
H -4.03640 3.47752 2.03689
H 8.45532 0.42955 -0.70419
O -8.26345 -3.24168 1.67652
P -7.73599 -1.82925 1.57870
H -1.68427 -1.99766 1.75638
C 0.68210 4.43030 1.30825
C 2.73586 -3.51681 -0.69449
H -4.79764 -3.02432 2.69931
H -1.51428 1.10719 -2.33871
H 1.80521 -5.35395 -0.05375
H -0.13446 1.44269 -3.40185
H -0.67781 -0.67018 0.19479
H 2.16052 -3.03006 -1.49244
C -0.43328 1.01435 -2.44691
C 0.24071 1.71382 -1.27513
H 0.29019 -2.79592 -0.48368
H 4.76539 -0.40817 0.96840
C -5.14677 1.29802 0.35846
C 3.44524 -2.41149 0.08697
H 1.95393 -4.13559 1.21957
H 2.74923 -1.58613 0.27073
Ga -5.58025 -1.81989 0.55359
H -1.01268 -4.81899 1.32876
C 0.26647 -3.81285 -0.07230
C 1.77677 -0.55803 -4.12068
C -1.82457 -2.82806 1.05849
H 1.40626 5.11789 0.86067
H -3.76869 0.86234 2.53121
H -0.76334 -0.88840 -3.21251
H 0.74509 6.85403 2.29912
H -0.87732 -1.37710 -5.20268
H -5.62016 -2.96103 -0.57616
H 8.03589 -0.47825 0.74573
C 7.55778 1.46241 2.21049
H -0.10377 0.22278 1.58042
H 3.46634 -4.18979 -1.14574
C -5.17226 -0.05464 -0.39722
C -2.40969 3.99910 0.70907
H -4.59206 3.85304 0.40816
H -0.98877 7.10251 2.63035
C 6.32266 0.13510 -0.44446
H 0.09309 2.78508 -1.42637
O 1.21101 -1.32178 -5.15324
H -7.73540 -1.24497 2.88204
H -2.51863 4.80558 -0.02257
C -0.02687 -0.86841 -5.67425
H -5.95536 0.03573 -1.15714
H 3.74753 -2.78979 1.06863
H -2.61680 0.15748 1.38537
H -0.13686 0.21619 -5.57189
H -1.80772 -2.41310 0.04056
C -3.79429 3.37142 0.97459
H 1.68557 0.51513 -4.32658
H -2.26139 1.69699 2.21074
C 4.67637 -1.84004 -0.60977
C 1.70972 -4.29061 0.16570
H 6.38995 -0.14758 -1.49740
H 1.87149 -0.49960 -1.95823
H 6.10882 -1.53219 0.95558
H -3.17619 1.74998 -0.29936
H -1.82764 3.20830 0.23424
H -0.48756 -0.88456 -1.62154
O -0.38020 1.37189 -0.07260
H 7.99933 2.32100 2.71269
C -3.21328 -3.43282 1.29592
C -1.73285 4.65950 1.88902
H 2.84188 -0.79318 -4.11320
C 5.48210 -0.91060 0.31060
H -2.36710 4.80566 2.76391
C -0.48230 5.12991 1.95574
H 5.32144 -2.65957 -0.93949
H 7.98426 0.54547 2.63161
H 1.24064 -2.00947 -2.63817
H -3.73354 -1.66397 2.47737
H -5.71841 1.28167 1.29316
H 4.37783 -1.26975 -1.49915
C -0.63561 -3.80477 1.17831
H -4.23294 -0.16815 -0.96459
C 1.25172 -0.92517 -2.74485
*
```


Computed, not measured: 3 unconnected molecules or ions with the total composition C29H66N4O4P, with ωB97M-V/def2-TZVPD.

The value obtained for the gap between HOMO and LUMO is 0.3321 Ha. For the HOMO energy, the calculation gives -11.1606 eV.

Geometry as ORCA input:
```
! RIJCOSX wB97M-V def2-TZVPD def2/J DEFGRID3
* xyz 1 1
H 3.16351 0.59983 5.25945
H 2.58879 -1.31602 3.98836
C -2.56286 -1.76881 0.64621
H -3.33380 -0.06717 3.26613
H 2.47914 2.49618 -6.52083
H -5.08819 0.01766 3.11576
H -2.86012 -1.35352 -5.13509
C 0.98603 -0.23781 -0.80611
C 2.46973 -0.18304 -1.21103
H 3.90117 3.42868 2.18696
C -0.91850 -3.03132 -4.05907
C -2.35433 -3.35414 -4.45784
N -1.39541 3.06781 2.84376
H -1.45449 0.90441 -1.50423
P -1.96823 0.79579 0.80823
C 1.04824 1.24223 -5.40547
H 5.40696 -1.83634 -0.94185
H -2.86226 -4.26961 2.90803
H -0.97310 4.09872 0.72329
H 6.12724 -0.41712 0.98515
H 0.88289 1.80294 -1.35817
H 1.15554 -0.85308 4.94710
C 3.29639 -1.39741 -0.78441
H 5.25934 -1.86697 1.40790
H -3.14133 -2.35046 -0.06669
H 1.98556 1.89225 5.22696
C -3.04826 -1.99878 -4.27497
H 2.52353 -0.09060 -2.29706
H 3.26952 -2.14532 -1.57783
C -2.48018 3.39731 1.90855
H 1.00333 -1.18208 3.21387
H -3.87901 1.70226 1.93622
H -4.11894 3.50940 3.13424
C 3.25166 0.54493 -5.90385
H 0.90160 1.58557 0.36680
H -0.38745 -3.88004 -3.62953
N -1.96747 4.25027 0.84911
H -1.71247 -4.10170 1.56997
H -1.51736 -1.90243 0.37134
H 0.86700 -0.87123 0.07437
O -2.92706 -0.36860 0.39472
C 4.76633 -1.05814 -0.52690
H -2.78036 -4.08748 -3.76987
C -4.26003 -0.63410 3.39452
H 0.62342 -0.84922 -5.81479
C 1.19967 -0.24403 -5.10578
O 1.87128 0.59918 3.64374
H 2.85980 -1.86473 0.10166
C -1.03972 1.36810 -0.61099
H -2.10871 -1.97479 2.75446
C 2.65956 1.30598 4.59613
H -2.27412 -0.37570 -3.02753
C -2.85654 -2.30438 2.02840
C 1.65188 -0.75259 3.97689
H -2.80487 -1.81434 -2.12660
H 3.58385 3.21391 4.40391
H -1.73208 2.39095 3.52505
O -0.99883 -1.98123 -3.08397
C 4.18990 -0.01134 1.76825
H 5.03843 -0.14590 -1.06468
H -5.28571 -2.78647 0.84556
H -1.26540 2.43440 -0.66836
C 5.13954 -0.88425 0.94818
H 1.82425 1.12380 -7.41939
H 2.54713 2.32297 2.09538
H 0.88888 -0.51235 -4.09433
H -0.09845 0.85337 2.04155
C 3.58470 2.41024 2.42146
H -3.44548 -4.23811 1.23880
H -1.30518 0.10124 2.83889
O 2.58374 -0.54650 -5.26440
C 4.48853 1.47778 1.61582
H -3.28786 4.89833 3.03804
H 5.51528 1.63734 1.95257
H 1.24926 1.83313 -4.50743
H 4.41452 1.75573 0.56137
H -1.14956 3.89552 3.37936
C -2.70538 -3.82959 1.92678
N -0.89610 0.23068 1.91679
H 3.89936 0.15128 -6.68670
H 0.05393 1.50034 -5.76822
C -4.25493 -1.93753 2.57464
N -3.62013 4.11089 2.48695
C 3.69892 2.23652 3.93746
H 4.33446 -0.26791 2.82206
C -3.08680 2.10405 1.30510
H 4.69984 1.87907 4.17952
C 0.47911 1.18111 -0.55615
H 3.87508 1.06025 -5.16521
H -4.34657 -0.83405 4.46052
C 2.15587 1.46024 -6.43531
H -4.50708 -2.73575 3.27409
H -5.30497 -1.01456 0.91386
H -6.32607 -1.93539 1.99668
H 3.14045 -0.21659 1.54587
C -2.32440 -1.46734 -3.04793
H -2.11114 5.22531 1.08320
H -4.12472 -2.07353 -4.13377
H 2.92127 0.70864 -0.76917
C -5.35288 -1.92587 1.50960
H -2.43054 -3.75194 -5.46747
H -3.56282 2.41721 0.37385
H 0.43834 -0.66111 -1.64727
H -0.34546 -2.66332 -4.91324
*
```


Computed, not measured: 11 unconnected molecules or ions with the total composition C29H67F10NO15S in a non-equilibrium geometry, with ωB97M-V/def2-TZVPD.

The value obtained for the gap between HOMO and LUMO is 0.3324 Ha. The structure (SMILES) is CC(C)CC[C@]1(C[C@@H](C)F)OS(=O)(=O)O[C@]1(CCC(N)=O)CCC(F)(F)C(F)(F)C(F)(F)C(F)(F)F.CO.CO.CO.CO.CO.CO.CO.CO.CO.CO. For the HOMO energy, the calculation gives -9.9648 eV.

Geometry as ORCA input:
```
! RIJCOSX wB97M-V def2-TZVPD def2/J DEFGRID3
* xyz 0 1
H -0.83065 -1.34557 2.75957
H 7.77817 4.05203 -1.12938
H 0.74122 -8.96786 2.76965
O -1.75414 1.01972 -1.24506
H -1.63116 4.94410 2.36302
H 4.32258 0.85627 -0.12031
C -1.83874 -7.70434 1.70363
H -1.17724 4.55993 -3.18421
H 1.65219 -2.55963 4.07307
F -2.03990 -5.42842 2.75136
H 2.22605 -4.75677 4.38029
H 0.12093 5.39511 0.59334
C -1.68594 -0.68544 2.28447
O -0.21100 0.07958 0.51703
C 9.24168 2.51778 -6.32385
F -0.73555 -8.71926 1.86862
F -2.47372 -7.98453 0.39955
H -6.75930 -0.73478 -0.85380
C 4.59069 0.74223 -1.17352
H -3.77809 2.54266 0.41237
H 0.84987 -9.33812 5.02842
H -5.48355 3.98021 -1.64495
H 3.86748 0.09591 -1.67678
C 0.06449 -4.06235 0.65263
H -6.96004 5.13518 0.49243
F -2.09686 -5.17915 -0.36161
H 2.37571 3.43919 1.52000
F -0.60237 2.62191 2.04064
H -5.71572 1.57113 -1.23488
H 8.42545 -0.98634 -4.47241
O 0.93725 1.86333 -1.12871
O 0.19705 -0.29402 -2.25442
H 8.62745 3.36167 -6.64745
C -0.85034 -5.43733 0.45224
H -2.22312 5.16577 0.58654
H 2.72028 2.87073 3.18313
H 1.57261 -4.61716 6.03333
C 2.34337 3.70070 2.58052
F 1.46838 -4.48139 0.28038
H -1.93092 4.08755 -4.73878
C -2.55270 0.59678 -0.04640
H -2.25562 -1.88749 -1.10073
C -4.78001 0.95836 -1.65250
H -0.47169 -3.35724 -1.44483
C 7.57359 3.09704 -0.63921
O 7.18584 0.64638 -4.51234
H 4.04612 4.62722 2.54434
H -4.08333 1.75037 -2.15801
O 10.47917 2.99542 -5.82928
C -4.40554 -1.26213 -3.26230
C -2.87800 1.93581 0.90195
H -1.41365 -1.59702 5.28970
N -2.16996 -0.85781 5.40799
O 3.13746 4.85022 2.80886
C 1.57402 -9.76352 4.32929
H 5.58617 0.29822 -1.24763
H -2.40992 -2.80087 0.53849
H -1.07214 3.20719 0.01087
H -7.63141 4.48478 -1.02587
H 8.04344 -0.27273 -2.88378
H -3.27817 1.59691 1.96896
H 2.56140 -9.78067 4.79662
H -4.27072 -2.07366 -2.39723
H 8.85193 2.11458 -1.71612
C -2.12203 4.41213 -3.71303
O -2.89156 3.43153 -3.04193
H 1.28263 -10.78189 4.06089
H -4.25626 -1.01898 -0.48807
H -6.55731 5.91766 -1.05820
H 0.63084 -2.17193 -0.48460
O 1.63076 -8.96432 3.16216
O 4.60534 2.01250 -1.79829
F 0.14581 -6.47660 2.62145
C -2.26742 4.43753 1.52178
O -4.47595 -1.71448 4.90821
C -3.11425 -1.31129 2.79058
C 7.63990 -0.52873 -3.86651
C -6.80978 -0.68708 -2.02798
C -6.76189 4.96266 -0.56804
H 6.49010 1.03005 -3.95189
C -5.45265 -0.11011 -2.74936
H -4.89528 -1.86797 -4.16358
F 0.14921 -3.59794 2.05569
C 1.48841 -4.25045 5.00763
H -1.58043 0.37983 2.81141
O -0.39854 6.21700 0.59540
C -3.26778 -1.27690 4.45606
H -7.70201 0.06059 -2.28180
H 0.56210 6.87302 -1.10145
H 9.42036 1.84054 -7.16257
H 7.37544 3.26956 0.42126
H 1.31579 7.34539 0.45313
O 8.70051 2.24950 -0.76522
C 0.37099 7.19760 -0.07570
H -3.26165 -2.46317 2.51383
H -4.06779 -0.77230 2.31553
H -5.74668 0.53623 -3.70831
H -2.67911 5.35184 -3.72844
C -0.32264 -2.84711 -0.37511
C -4.12137 0.13808 -0.39737
F -0.03819 -6.37823 -0.40720
C -1.13328 -6.23660 1.85274
C -1.71425 -2.05696 -0.04974
O -5.63497 4.11513 -0.69404
H 3.70956 2.38166 -1.71666
H 0.48036 -4.44713 4.63440
H 1.31215 3.91819 2.86845
S -0.05870 0.67025 -1.07461
H 6.80955 -1.23096 -3.75968
C -1.62442 2.98071 1.01808
C -1.55926 -0.57212 0.62190
H 6.70407 2.61915 -1.09704
O 1.73387 -2.85627 4.99539
H 8.72471 1.97841 -5.52670
F -2.73769 -7.89860 2.88457
H -3.41465 4.34676 1.80314
H -3.33170 -0.86261 -3.50477
H -0.18608 8.13731 -0.09110
H -7.04491 -1.73015 -2.50444
H -4.74073 0.46090 0.57144
H -2.37210 2.60964 -3.04400
H 10.91467 3.46928 -6.55808
H -2.56462 -1.06613 6.37343
*
```


Computed, not measured: 4 unconnected molecules or ions with the total composition C29H67NO15P2 in a non-equilibrium geometry, with ωB97M-V/def2-TZVPD.

The value obtained for the gap between HOMO and LUMO is 0.3087 Ha. The structure (SMILES) is CCOCCOCCOCP(CC(=O)N(C)C)#P(O)O.COCCOCCOC.COCCOCCOC.COCCOCCOC. For the HOMO energy, the calculation gives -8.1409 eV.

Geometry as ORCA input:
```
! RIJCOSX wB97M-V def2-TZVPD def2/J DEFGRID3
* xyz 0 1
C 4.50795 -2.28820 -1.27264
O 0.45220 -7.08601 -4.77835
C 3.49534 6.92849 3.49677
H 0.81132 10.86568 3.59742
H -6.40962 1.35081 2.74280
O -7.64362 3.86830 0.24750
C -6.97180 2.32161 2.96004
H -7.28339 1.62684 -1.30805
H 1.11291 -10.31242 -5.63488
H 2.56181 -1.38575 -1.41274
H 3.02974 -7.36618 -2.09601
H -2.55272 1.75043 -2.09068
H -0.26067 -9.30714 -6.15040
H 4.49324 7.12726 3.09133
H -5.21377 -0.55120 -1.28333
H 2.20835 7.65575 0.56719
H 4.50865 -2.71833 -2.27692
H -1.56288 3.60897 0.46319
H 2.94056 -9.05201 -1.57069
C 0.42830 -9.51705 -5.32274
H 1.14789 0.03189 0.67441
H 0.34224 9.02094 6.31877
H 5.78955 -4.75913 0.53032
O 2.48260 7.18419 2.53069
O 5.36958 -3.02581 -0.40612
H 2.73145 9.50399 2.72129
C 2.73907 9.92565 3.72911
H 3.14045 -1.63872 0.24969
C 1.30331 0.35742 1.75100
C -4.49834 0.31775 -1.52542
P -5.00529 1.72546 -0.31442
H -1.11572 9.42464 5.35188
H 3.87984 7.80881 1.12044
H -4.63764 4.83367 0.83008
C 1.56385 -3.46719 0.41725
H 3.23158 1.37582 1.37542
C -6.91749 1.56064 -0.22496
C 2.44781 -8.08007 -1.50433
N -8.13498 2.43722 2.02830
H 0.29343 0.52953 2.27831
C 1.32578 10.15451 4.25174
H -1.36930 0.36495 -2.27417
O 2.35683 -3.29853 -0.74194
H -0.01284 4.11251 -0.44777
C 5.31442 -5.27170 -1.48027
C -8.96328 1.17835 2.04079
H 2.28451 7.64402 5.16082
H -0.90366 -6.12422 -3.63933
H 5.26557 -6.33155 -1.20311
H -7.27224 2.29974 4.06432
H 4.96864 -1.30115 -1.37175
H 4.99369 -6.04154 -4.11607
H -0.00311 2.67129 2.39984
H 1.27376 -4.51765 0.48065
H -9.53148 1.03420 1.05940
O -0.27121 -9.98166 -4.17733
H 3.21769 10.90498 3.63811
C 3.09036 -2.08142 -0.75291
O 1.13501 -8.21920 -2.01544
C 1.23052 -8.25774 -5.01667
C 2.22614 1.67348 1.85651
O 3.58754 9.16557 4.58859
H 2.41379 -7.76716 -0.45692
H -4.66460 0.67037 -2.60684
H 4.01471 -4.58563 -4.41362
H 2.49420 1.94205 2.94494
C 4.78595 -5.02290 -3.77718
C 2.97216 7.20222 1.20139
C -1.42599 1.14432 -0.16225
H -1.10278 0.13977 0.26686
C -1.58600 -10.41945 -4.46009
C 0.45675 3.26580 1.54635
C -7.57367 2.69149 0.68915
H 1.94158 -8.42192 -4.20348
H -2.23429 1.58266 0.51926
O 0.56901 8.95246 4.25397
O -3.97469 4.76703 0.10692
H 5.68399 -4.40305 -3.86280
H -6.31890 3.24564 2.81139
H 6.30886 -5.06044 -1.88771
H -2.10964 -9.70829 -5.10723
H 1.38476 10.58815 5.25783
H -1.03544 -7.86157 -3.54245
H 1.24713 -6.16559 -2.38308
H 1.81409 -0.48391 2.34784
H 4.09173 -4.56330 0.17751
C 5.08818 -4.41467 -0.23616
O -3.16991 -0.18092 -1.28226
H 0.50712 4.35983 1.91423
H 3.42957 5.86769 3.76554
H -9.70999 1.17006 2.90582
C -0.22658 8.79051 5.41209
C -0.48930 3.31953 0.22405
H -7.12418 0.49601 0.13021
H 0.66245 -2.85087 0.35196
H -0.53696 7.74564 5.46762
H -8.22891 0.31087 2.20968
O -5.63008 4.31766 -2.16763
H 3.97890 7.41768 5.51131
O -0.33948 2.04887 -0.45097
H -1.56327 -11.40892 -4.92571
P -4.44187 3.66777 -1.11863
O 1.74307 2.79706 1.09419
H -0.15397 -6.74463 -1.44729
O 4.29708 -5.03864 -2.44757
H 2.12770 -3.21879 1.32242
C -0.31554 -7.04504 -3.57457
H 1.83548 -8.03165 -5.89965
C 0.50934 -6.97030 -2.29073
H -5.30690 5.20484 -2.44325
C -2.15675 0.81692 -1.57546
C 3.28300 7.77951 4.74787
H -2.13343 -10.48126 -3.51798
H 3.16414 6.18266 0.85653
*
```


Number 1: LUMO energy -0.0270 Ha. Number 2: LUMO energy -0.0780 Ha. Number 3: LUMO energy -0.0338 Ha. Number 4: LUMO energy 0.0095 Ha.